(1)
Density functional theory data (wB97M-V/def2-TZVPD) for C36H31ClCoN4O4P as an isolated structure.

Cartesian coordinates (Å):
Co: 0.089 -0.227 -0.083
Cl: -5.042 2.647 -0.004
P: 0.555 0.661 -2.250
O: -1.420 -0.736 1.045
O: -3.410 -0.947 2.012
O: -4.607 0.974 2.819
O: 5.015 -4.593 -0.864
N: -1.078 1.811 0.154
N: 1.110 -2.052 0.026
N: 1.799 0.882 0.576
N: 4.871 -2.608 -1.931
C: -2.171 3.945 -1.964
C: 3.966 2.973 -2.421
C: -0.774 1.851 -2.569
C: 2.804 2.302 -2.761
C: -2.571 1.590 -0.068
C: -2.656 1.252 1.477
C: -1.891 1.302 -3.209
C: -3.743 1.764 2.371
C: 0.895 0.582 -5.035
C: 4.423 2.944 -1.110
C: -3.150 1.826 -3.071
C: -0.533 3.079 -0.369
C: -3.771 3.141 2.789
C: -2.740 3.948 2.522
C: 3.708 2.251 -0.147
C: 1.192 -1.502 -3.861
C: -1.365 4.133 0.369
C: 2.561 -4.381 0.351
C: 0.629 -3.056 0.776
C: -0.808 3.201 -1.877
C: 1.207 -0.052 -6.227
C: 3.067 -3.348 -0.431
C: 4.409 -3.573 -1.095
C: 2.066 1.599 -1.805
C: 0.901 -0.139 -3.839
C: -3.348 2.983 -2.168
C: -1.338 2.017 1.600
C: 1.507 -2.134 -5.057
C: 1.521 -1.407 -6.238
C: -2.622 4.147 -0.488
C: -3.372 2.788 -0.609
C: 1.329 -4.234 0.961
C: 2.537 1.588 -0.488
C: 2.310 -2.204 -0.556
C: -2.483 -0.271 1.552
C: -1.496 3.543 1.795
H: -0.603 1.576 2.276
H: -4.276 -0.027 2.549
H: 0.530 3.123 -0.128
H: 4.519 3.513 -3.179
H: 1.139 -2.089 -2.952
H: 1.721 -3.195 -5.067
H: 2.435 0.235 1.038
H: -4.638 3.471 3.348
H: -0.902 5.121 0.377
H: 4.362 -1.782 -2.180
H: 4.061 2.226 0.879
H: 0.625 1.631 -5.043
H: -3.996 1.382 -3.580
H: 1.195 0.510 -7.153
H: 2.473 2.312 -3.792
H: -0.026 3.830 -2.308
H: -1.765 0.390 -3.786
H: 5.336 3.458 -0.836
H: -2.781 0.723 -0.690
H: 5.757 -2.777 -2.380
H: 2.654 -1.356 -1.138
H: -2.134 4.813 -2.617
H: -2.790 4.979 2.862
H: 3.152 -5.283 0.453
H: 0.906 -5.021 1.569
H: -3.301 4.981 -0.324
H: 1.757 -1.900 -7.173
H: -4.248 3.541 -2.414
H: 1.545 1.555 1.294
H: -0.348 -2.898 1.216
H: -0.653 3.912 2.383

Summary:
2S+1   5
⟨S²⟩   6.038
Total charge   +2
Gap between HOMO and LUMO (alpha / beta)   6.59 / 8.09 eV

=====

(2)
Density functional theory data (wB97M-V/def2-TZVPD) for a 3-piece molecular cluster, C36H31NO8 overall at a distorted geometry.

Cartesian coordinates (Å):
O: -2.824 1.411 -4.324
O: 1.355 -4.593 -0.298
O: -0.571 5.398 -1.585
O: -2.203 2.438 5.138
O: 2.740 -2.829 -0.192
O: 3.076 2.875 4.504
O: 1.922 -0.601 -0.020
O: -0.802 -7.612 -1.048
N: 3.708 -4.634 -1.201
C: -0.461 -6.220 -0.928
C: 1.802 4.865 5.995
C: 1.146 1.591 4.131
C: -1.016 3.095 -1.707
C: -0.259 1.523 -0.041
C: -1.622 2.057 -2.413
C: -2.032 6.084 -3.864
C: -0.041 -8.279 -2.074
C: 1.984 -3.243 -2.449
C: -0.080 -7.567 -3.513
C: 1.967 -1.711 -0.564
C: -1.111 4.490 -2.194
C: 1.178 -0.519 2.963
C: -1.557 0.753 -1.921
C: -0.993 2.523 5.020
C: -0.262 3.683 5.579
C: -0.231 1.464 4.321
C: -2.737 6.353 -5.032
C: -1.880 4.768 -3.429
C: 1.061 -2.081 -1.833
C: -0.897 0.334 3.847
C: -0.881 0.488 -0.736
C: 1.847 0.601 3.441
C: -0.283 5.746 6.827
C: -0.192 -0.657 3.174
C: 1.875 2.761 4.672
C: -0.964 4.671 6.271
C: -0.326 2.824 -0.525
C: 1.115 -5.961 -0.698
C: 2.393 -3.969 -1.064
C: -2.333 2.325 -3.683
C: 1.101 5.840 6.696
C: 1.121 3.787 5.430
C: -3.137 3.995 -5.341
C: -2.445 3.723 -4.160
C: -3.282 5.308 -5.775
H: 1.420 -3.971 -3.134
H: 0.068 -2.499 -1.471
H: 0.156 3.627 0.023
H: 2.967 -2.866 -2.893
H: 1.633 6.675 7.139
H: -2.861 7.378 -5.364
H: -2.037 -0.059 -2.459
H: 1.071 -1.230 -2.579
H: -1.965 0.224 4.003
H: 1.760 -6.296 -1.569
H: -0.942 -6.837 -3.636
H: -0.960 -5.856 0.042
H: -0.505 -9.318 -2.221
H: 0.275 1.315 0.880
H: -0.896 -5.558 -1.754
H: 1.725 -1.289 2.431
H: -0.200 -8.402 -4.292
H: -3.824 5.518 -6.690
H: 0.935 -7.078 -3.719
H: -1.606 6.901 -3.292
H: 1.054 -8.457 -1.793
H: 2.915 0.701 3.278
H: -2.041 4.600 6.380
H: 2.879 4.946 5.894
H: 1.397 -6.637 0.191
H: 3.817 -5.421 -0.546
H: -0.830 6.511 7.369
H: 3.743 -5.044 -2.152
H: -0.836 -0.526 -0.353
H: -3.568 3.186 -5.920
H: -0.711 -1.539 2.812

Summary:
Gap between HOMO and LUMO   8.68 eV

=====

(3)
Density functional theory data (wB97M-V/def2-TZVPD) for C36H32Cl2N7O4S6Ta as an isolated structure.

Cartesian coordinates (Å):
Ta: 1.413 -0.502 -1.333
Cl: -1.874 -3.172 1.940
Cl: -6.350 -0.038 1.687
S: -0.025 -2.700 -5.761
S: 0.270 0.187 -6.330
S: 1.148 -2.401 -2.996
S: 0.347 0.372 1.008
S: 3.880 -0.809 -2.131
S: 1.462 0.720 -3.602
O: -0.672 -1.571 -8.057
O: -0.444 -1.631 -0.681
O: 1.980 1.442 -1.156
O: -0.654 0.152 -1.843
N: 0.848 2.965 0.170
N: 3.091 -0.495 0.338
N: -4.581 -2.114 0.676
N: 5.727 0.955 -1.336
N: 4.141 0.421 0.234
N: 1.695 -2.649 -0.027
N: -0.522 2.668 1.930
C: 0.657 -1.687 -4.509
C: -3.942 -2.980 -0.265
C: 4.617 0.276 -0.968
C: 1.546 -4.650 1.912
C: -4.271 -4.331 -0.257
C: -4.576 -0.028 3.699
C: -4.122 -1.584 1.855
C: 3.369 3.423 -2.429
C: -2.956 -1.953 2.548
C: 0.595 4.778 2.680
C: 0.879 -4.773 0.707
C: 0.960 -3.747 -0.220
C: -2.623 -1.390 3.771
C: -0.609 4.134 2.008
C: -1.209 -0.830 -1.273
C: -0.329 1.578 4.154
C: -1.216 1.897 2.959
C: 3.220 -1.384 1.234
C: -2.526 -3.350 -2.159
C: -2.839 -4.698 -2.143
C: -2.692 -1.018 -1.268
C: -3.720 -5.193 -1.189
C: -3.074 -2.473 -1.226
C: 0.791 -0.383 -4.761
C: 4.077 4.442 -3.045
C: 1.697 2.627 -0.760
C: -0.229 -1.399 -6.956
C: 2.447 3.722 -1.430
C: -4.895 -0.584 2.480
C: 2.297 -3.511 2.133
C: 2.349 -2.547 1.140
C: 3.867 5.761 -2.669
C: 0.229 2.086 0.988
C: 2.237 5.047 -1.056
C: -3.430 -0.437 4.362
C: 2.946 6.063 -1.674
H: 4.416 6.557 -3.155
H: 5.928 1.029 -2.318
H: 2.846 -3.359 3.052
H: 0.717 4.426 3.703
H: -1.590 0.976 2.511
H: -2.082 2.484 3.268
H: -5.455 -1.719 0.364
H: 4.786 4.208 -3.828
H: -3.103 -0.511 -2.143
H: 0.462 5.860 2.710
H: -0.880 0.975 4.875
H: 0.282 -5.643 0.477
H: 0.412 -3.804 -1.147
H: 1.505 4.555 2.126
H: -3.976 -6.243 -1.172
H: -1.834 -2.970 -2.903
H: 4.046 -1.345 1.937
H: 0.004 2.485 4.657
H: -3.057 -0.490 -0.382
H: -1.517 4.356 2.567
H: 3.516 2.394 -2.728
H: -5.232 0.720 4.122
H: 2.779 7.092 -1.384
H: 1.483 -5.425 2.663
H: 0.547 1.014 3.835
H: 6.061 1.679 -0.722
H: -0.732 4.525 1.000
H: -2.403 -5.359 -2.881
H: -4.953 -4.693 0.501
H: 1.513 5.266 -0.284
H: -1.717 -1.727 4.255
H: -3.175 -0.018 5.325

Summary:
Gap between HOMO and LUMO   5.82 eV

=====

(4)
Density functional theory data (wB97M-V/def2-TZVPD) for C36H32F2N3O3SiTa as an isolated structure at a distorted geometry.

Cartesian coordinates (Å):
Ta: -0.052 0.013 0.044
Si: 3.854 0.297 -3.330
F: -0.090 -1.918 -1.882
F: 1.424 -2.513 -0.419
O: -0.045 1.625 1.214
O: -1.963 -0.498 -0.753
O: 1.170 3.101 3.393
N: -0.959 -1.406 2.175
N: -1.970 1.373 -2.056
N: -0.977 1.765 -1.238
C: -1.093 -3.706 3.764
C: -4.058 -1.607 -2.247
C: -4.585 -3.423 2.545
C: 1.407 5.464 0.661
C: -3.287 -1.595 1.649
C: 0.992 3.575 2.126
C: 0.096 -2.130 -0.508
C: -3.576 -0.324 -2.496
C: -5.797 -1.264 -3.862
C: -3.492 -3.895 3.219
C: 3.816 0.152 2.436
C: 4.286 -1.556 -3.450
C: 1.484 0.416 -1.387
C: 3.516 -0.514 3.614
C: 1.616 -0.378 1.524
C: 0.105 -1.836 2.836
C: 0.359 2.863 1.068
C: -4.213 0.486 -3.434
C: -2.250 -3.243 3.105
C: -5.164 -2.075 -2.932
C: 1.360 -1.096 2.705
C: -4.475 -2.266 1.761
C: 5.270 1.269 -2.492
C: -2.133 -2.073 2.303
C: 2.291 -1.129 3.751
C: 0.069 -3.009 3.635
C: -0.666 3.015 -1.183
C: -5.324 0.016 -4.107
C: 2.865 0.238 1.432
C: 0.173 3.565 -0.163
C: 1.539 4.828 1.889
C: 0.305 2.112 3.908
C: 0.684 4.860 -0.337
C: -2.420 0.186 -1.740
C: 3.487 1.049 -5.049
C: 2.377 0.423 -2.206
H: -5.348 -1.896 1.244
H: 2.041 -1.609 4.687
H: -1.142 3.711 -1.877
H: 4.997 2.308 -2.336
H: -5.537 -3.070 -2.733
H: 3.269 2.110 -4.979
H: 2.065 5.306 2.700
H: -3.826 1.479 -3.607
H: 4.337 0.936 -5.718
H: 0.455 2.143 4.989
H: -0.741 2.327 3.676
H: 0.560 1.118 3.530
H: 2.636 0.569 -5.522
H: 4.784 0.616 2.307
H: 4.240 -0.563 4.413
H: -3.210 -0.704 1.046
H: 3.114 0.795 0.538
H: -6.663 -1.629 -4.393
H: -3.552 -2.220 -1.514
H: 1.844 6.438 0.509
H: -5.539 -3.926 2.621
H: 3.441 -2.129 -3.822
H: -3.557 -4.770 3.849
H: 5.510 0.844 -1.522
H: -1.141 -4.603 4.366
H: 6.178 1.256 -3.088
H: 0.517 5.359 -1.281
H: 4.535 -1.952 -2.470
H: 0.968 -3.358 4.115
H: -0.493 -3.036 -0.283
H: 5.129 -1.740 -4.110
H: -5.827 0.652 -4.820

Summary:
Gap between HOMO and LUMO   7.54 eV

=====

(5)
Density functional theory data (wB97M-V/def2-TZVPD) for C36H32FIrN8O7S as an isolated structure at a distorted geometry.

Cartesian coordinates (Å):
Ir: -0.146 1.945 1.010
S: 0.541 3.436 2.616
F: -3.009 -3.748 -1.664
O: -1.570 1.117 2.207
O: 1.337 2.638 -0.228
O: -2.195 -0.902 2.935
O: 2.563 2.537 -2.068
O: 2.652 -4.247 0.334
O: 0.475 -4.547 0.770
O: -0.875 0.569 -0.396
N: -1.244 3.522 0.394
N: 1.760 -1.299 -2.835
N: -0.093 5.999 3.897
N: -0.646 -5.363 -1.990
N: 0.625 -6.928 -0.569
N: -0.742 5.832 2.753
N: 0.842 0.226 1.560
N: -1.299 4.625 0.956
C: 1.102 0.730 -1.725
C: -0.541 4.724 2.128
C: 1.389 -2.450 1.250
C: -1.584 -6.085 -1.147
C: 1.549 -3.883 0.759
C: 0.288 7.191 5.940
C: -0.415 -1.206 -1.823
C: -0.822 -7.274 -0.523
C: -0.695 -3.972 -2.159
C: 2.047 -0.152 1.126
C: -1.800 -3.167 -1.825
C: 1.938 -0.013 -2.510
C: -1.541 4.162 -1.939
C: -0.045 -0.692 1.973
C: -3.687 2.397 -2.132
C: -1.272 9.296 5.051
C: 0.475 -3.335 -2.524
C: -1.395 -0.150 2.419
C: 2.863 -2.025 -3.475
C: 3.825 -2.626 -2.460
C: 0.206 -2.040 1.847
C: -1.098 8.189 4.236
C: 2.351 -1.491 0.957
C: 0.105 8.305 6.740
C: -3.019 2.532 -0.926
C: -0.104 0.114 -1.281
C: 0.088 -6.233 -2.872
C: -1.645 -1.832 -1.563
C: -2.210 4.007 -3.146
C: 0.602 -1.949 -2.437
C: -1.962 3.425 -0.848
C: 1.700 2.083 -1.331
C: -3.281 3.130 -3.241
C: -0.676 9.366 6.302
C: 1.115 -6.981 -1.983
C: -0.314 7.130 4.684
H: -1.100 -7.416 0.518
H: 4.609 -3.182 -2.976
H: 0.422 5.220 4.292
H: 2.853 0.456 -2.850
H: 1.233 -8.030 -2.257
H: -1.891 4.573 -4.011
H: -0.818 10.236 6.929
H: 0.629 -5.652 -3.614
H: -0.564 -2.749 2.113
H: 2.720 0.646 0.841
H: 1.178 -7.539 0.026
H: -3.297 1.956 -0.051
H: -0.569 -6.927 -3.407
H: 1.333 -3.940 -2.775
H: 2.090 -6.496 -1.994
H: -1.561 8.131 3.262
H: 3.302 -1.804 0.547
H: -3.803 3.016 -4.183
H: 3.330 -3.292 -1.751
H: 0.693 -5.934 -0.164
H: -1.883 10.117 4.698
H: 3.382 -1.308 -4.110
H: -1.912 -5.441 -0.339
H: -0.698 4.833 -1.841
H: 4.300 -1.834 -1.880
H: 0.896 6.362 6.284
H: -0.953 -8.211 -1.063
H: -2.461 -1.261 -1.141
H: 0.576 8.342 7.714
H: -4.526 1.718 -2.207
H: 2.432 -2.777 -4.136
H: -2.456 -6.451 -1.697

Summary:
Gap between HOMO and LUMO (alpha / beta)   6.33 / 6.33 eV

=====

(6)
Density functional theory data (wB97M-V/def2-TZVPD) for C36H33Cl2N4O2SSc as an isolated structure.

Cartesian coordinates (Å):
Sc: 0.058 -0.345 -0.448
Cl: 5.683 3.522 -1.206
Cl: 3.806 4.586 -3.468
S: -1.568 -1.518 1.131
O: 4.229 -1.182 -0.495
O: 0.051 1.428 -4.361
N: 2.151 -0.179 -0.393
N: 0.958 -2.565 -0.612
N: 0.542 0.793 -2.182
N: -1.540 -0.827 -2.122
C: 0.356 -3.725 -0.870
C: 2.597 1.008 -1.009
C: 0.076 1.892 1.836
C: -1.240 3.370 -1.437
C: -2.088 -0.368 -4.413
C: -0.151 0.799 -3.329
C: 2.416 -4.809 -1.405
C: 0.763 -2.028 2.486
C: -3.581 1.058 2.338
C: 3.010 -1.221 -0.464
C: 3.815 1.626 -0.775
C: 1.518 -2.699 3.429
C: 1.374 1.864 2.604
C: 2.298 -2.541 -0.659
C: -1.317 -0.168 -3.271
C: -1.142 2.566 -0.164
C: -3.133 -1.271 -4.371
C: -1.223 -3.094 3.324
C: -1.161 0.840 3.779
C: 4.179 2.742 -1.522
C: -1.109 1.390 2.385
C: -3.376 -1.940 -3.179
C: -2.553 -1.695 -2.093
C: 1.131 3.613 0.373
C: -0.467 -3.738 4.281
C: 3.058 -3.636 -1.055
C: 0.020 2.624 0.630
C: 1.735 1.501 -2.025
C: -0.610 -2.254 2.395
C: -2.288 1.915 0.336
C: 3.341 3.221 -2.521
C: 0.908 -3.569 4.318
C: -2.305 1.459 1.657
C: -3.542 1.791 -0.488
C: 1.035 -4.859 -1.282
C: 2.130 2.598 -2.782
H: -2.712 -2.212 -1.153
H: -3.622 1.492 3.334
H: -1.811 2.856 -2.205
H: -4.227 2.614 -0.281
H: -1.616 -0.147 3.773
H: 1.462 0.962 3.203
H: -0.182 0.762 4.233
H: 0.955 4.226 -0.503
H: -4.193 -2.637 -3.087
H: -1.742 4.317 -1.235
H: 1.500 2.942 -3.587
H: 2.586 -2.542 3.471
H: -4.037 0.853 -0.248
H: -2.291 -3.236 3.274
H: -4.461 1.391 1.799
H: -1.763 1.487 4.415
H: 1.497 -4.094 5.054
H: 2.978 -5.655 -1.777
H: 1.230 -1.310 1.804
H: 0.487 -5.760 -1.501
H: 4.482 1.239 -0.022
H: -3.320 1.791 -1.552
H: -1.833 0.192 -5.302
H: 2.219 1.894 1.921
H: 1.204 4.272 1.239
H: -3.628 -0.023 2.449
H: 1.438 2.728 3.267
H: 4.129 -3.514 -1.102
H: 2.097 3.131 0.249
H: -3.743 -1.449 -5.244
H: -0.266 3.580 -1.867
H: -0.720 -3.743 -0.731
H: -0.944 -4.376 5.010

Summary:
Gap between HOMO and LUMO   7.10 eV

=====

no.,E (hartree)
1,-4094.28024
2,-2047.09205
3,-5442.05520
4,-2327.28065
5,-2958.26329
6,-3840.66911